(a)
DFT (ωB97M-V/def2-TZVPD) results for C7H8N2O3 in the gas phase.

```
! wB97M-V def2-TZVPD RIJCOSX def2/J DEFGRID3
* xyz 0 1
N 2.513 2.211 -0.554
C 2.176 1.087 -0.802
C 2.030 -0.185 -0.521
N 0.802 -0.686 -0.036
C 0.769 -2.056 -0.008
O 1.551 -2.815 -0.545
C 0.085 0.239 0.808
C -1.229 -0.182 1.547
C -1.235 0.866 0.435
C -1.968 0.519 -0.820
O -2.565 1.294 -1.490
O -1.936 -0.847 -1.103
H 2.620 2.984 -1.210
H 2.776 -0.871 -0.413
H -0.047 -2.329 0.520
H 0.773 0.776 1.323
H -1.308 0.363 2.534
H -1.907 -1.062 1.358
H -1.435 1.903 0.767
H -2.468 -1.209 -1.788
*
```

## Properties
Orbital gap ... 8.82 eV
Structure (SMILES) ... N=C=CN(C=O)[C@@H]1C[C@@H]1C(=O)O
E_HOMO ... -0.3022 Eh

Results of the natural (NBO) charge analysis, in e, for atoms 1 through 8: atom 1 (N): -0.613, atom 2 (C): 0.369, atom 3 (C): -0.230, atom 4 (N): -0.419, atom 5 (C): 0.549, atom 6 (O): -0.590, atom 7 (C): -0.011, atom 8 (C): -0.427

(b)
DFT (ωB97M-V/def2-TZVPD) results for 2 unconnected molecules or ions with the total composition C7H8N2O3.

```
! wB97M-V def2-TZVPD RIJCOSX def2/J DEFGRID3
* xyz 0 1
C -0.873 3.041 -0.182
C -0.799 1.753 -0.401
C -0.411 1.171 -1.737
C -0.012 -0.213 -1.687
N 0.383 -1.287 -1.856
O 0.862 -2.371 -1.859
C -0.589 0.802 0.771
O 0.871 0.609 0.899
C 1.310 0.077 1.930
N 1.966 -0.376 2.749
H -1.045 3.373 0.895
H -0.926 3.676 -1.081
H 0.344 1.862 -1.943
H -1.231 1.250 -2.378
H -0.905 1.164 1.701
H -0.990 -0.156 0.578
C 0.472 -3.539 0.887
O -0.275 -2.611 1.067
H 1.636 -3.637 1.115
H 0.211 -4.588 0.533
*
```

## Properties
Orbital gap ... 10.24 eV
Structure (SMILES) ... C=C(CC#[N+][O-])COC#N.C=O
E_HOMO ... -0.3593 Eh

Results of the natural (NBO) charge analysis, in e, for atoms 1 through 8: atom 1 (C): -0.358, atom 2 (C): -0.001, atom 3 (C): -0.529, atom 4 (C): 0.183, atom 5 (N): 0.223, atom 6 (O): -0.425, atom 7 (C): -0.089, atom 8 (O): -0.490

Energy ordering: (a) at the bottom, the next structure 0.1248 hartree above.